Entry from OMol25: a molecular structure, C5H10N2O2 (ωB97M-V/def2-TZVPD).

Results
- LUMO (eV) = -0.5
- highest occupied orbital energy (Eh) = -0.3429
- gap between HOMO and LUMO (Ha) = 0.326
- total charge = 0

Structure (XYZ):
```
19
C5H10N2O2 | OMol25 | ωB97M-V/def2-TZVPD
C 1.856 0.783 0.495
C 0.545 0.258 0.059
C -0.698 1.100 0.088
C -1.699 0.508 -0.809
C -2.622 -0.531 0.107
H 1.826 1.588 1.910
H 2.858 -0.448 0.929
H 2.353 1.577 -0.746
H -0.781 1.570 1.221
H -0.477 1.921 -0.684
H -1.394 -0.252 -1.593
H -2.370 1.353 -1.173
H -1.015 -1.607 -0.007
H 1.880 -2.629 0.250
H 2.687 -0.919 0.179
N 0.731 -0.887 -0.563
N 2.048 -1.523 -0.369
O -1.894 -1.586 0.562
O -3.834 -0.276 0.145
```

Results of the Mulliken charge analysis, in e, for atoms 1 through 5:
1. C -0.969
2. C 0.716
3. C -0.064
4. C -0.880
5. C 0.566

---

Entry from OMol25: a single C5H10N2O2 molecule (ωB97M-V/def2-TZVPD).

Results
- LUMO (eV) = 0.5
- highest occupied orbital energy (Eh) = -0.2635
- gap between HOMO and LUMO (Ha) = 0.282
- total charge = 0
- structure (SMILES) = CC(=C=O)N(O)[C@H](C)N

Structure (XYZ):
```
19
C5H10N2O2 | OMol25 | ωB97M-V/def2-TZVPD
C 0.689 1.409 2.087
C 0.965 0.540 0.893
C 2.169 0.440 0.393
O 3.249 0.333 -0.056
N -0.084 -0.199 0.344
O -1.342 -0.140 0.959
C -0.148 -0.710 -1.037
C -0.962 0.266 -1.897
N -0.704 -2.049 -1.212
H 0.019 2.230 1.809
H 0.221 0.833 2.892
H 1.608 1.851 2.487
H -1.314 -0.881 1.593
H 0.859 -0.747 -1.465
H -0.982 -0.053 -2.945
H -1.999 0.347 -1.551
H -0.525 1.270 -1.864
H -0.112 -2.689 -0.688
H -1.607 -2.052 -0.743
```

Results of the Mulliken charge analysis, in e, for atoms 1 through 5:
1. C -1.274
2. C 0.299
3. C 0.529
4. O -0.466
5. N 0.109

---

Entry from OMol25: a single C5H10N2O2 molecule (ωB97M-V/def2-TZVPD).

Results
- LUMO (eV) = 0.8
- highest occupied orbital energy (Eh) = -0.2989
- gap between HOMO and LUMO (Ha) = 0.329
- total charge = 0
- structure (SMILES) = CC(C)=C(N)C(=O)ON

Structure (XYZ):
```
19
C5H10N2O2 | OMol25 | ωB97M-V/def2-TZVPD
C -1.536 0.181 -1.803
C -0.391 0.107 -0.826
C 0.768 0.995 -1.211
C -0.360 -0.808 0.183
N -1.272 -1.847 0.355
C 0.610 -0.566 1.290
O 1.384 -1.374 1.774
O 0.433 0.764 1.697
N 1.326 1.154 2.792
H -2.443 -0.304 -1.433
H -1.791 1.229 -1.997
H -1.263 -0.289 -2.753
H 1.676 0.793 -0.636
H 0.504 2.048 -1.080
H 1.024 0.834 -2.265
H -0.932 -2.540 1.022
H -1.556 -2.272 -0.522
H 1.734 0.263 3.101
H 2.088 1.632 2.313
```

Results of the Mulliken charge analysis, in e, for atoms 1 through 5:
1. C -1.481
2. C 0.662
3. C -1.350
4. C 0.542
5. N -0.596

---

Entry from OMol25: a single C5H10N2O2S molecule (ωB97M-V/def2-TZVPD).

Results
- LUMO (spin up / spin down) (eV) = 0.4 / 0.4
- highest occupied orbital energy (spin up / spin down) (Eh) = -0.2979 / -0.2979
- gap between HOMO and LUMO (spin up / spin down) (Ha) = 0.314 / 0.314
- total charge = 0

Structure (XYZ):
```
20
C5H10N2O2S | OMol25 | ωB97M-V/def2-TZVPD
C 1.165 1.571 -0.071
C -0.289 1.262 0.284
C -0.386 0.498 1.603
C -1.134 0.602 -0.799
C 1.072 -2.432 0.047
N 0.848 -1.043 0.099
N 0.594 0.265 2.472
O 0.533 -0.130 3.609
O 1.921 0.383 1.994
S 2.006 -0.021 0.259
H 1.292 1.915 -1.148
H 1.384 2.290 0.642
H -0.793 2.166 0.534
H -1.465 0.283 2.071
H -1.362 1.341 -1.637
H -2.153 0.296 -0.409
H -0.818 -0.319 -1.363
H 0.445 -2.912 0.782
H 0.803 -2.764 -1.082
H 2.072 -2.915 0.096
```

Results of the Mulliken charge analysis, in e, for atoms 1 through 5:
1. C -0.686
2. C 0.587
3. C -0.734
4. C -1.362
5. C -0.944

---

Entry from OMol25: 2 unconnected molecules or ions with the total composition C5H10N2O3 (ωB97M-V/def2-TZVPD).

Results
- LUMO (eV) = 0.6
- highest occupied orbital energy (Eh) = -0.3492
- gap between HOMO and LUMO (Ha) = 0.371
- total charge = 0
- structure (SMILES) = CC(C)/C=[N+](\[O-])O.N=C=O

Structure (XYZ):
```
20
C5H10N2O3 | OMol25 | ωB97M-V/def2-TZVPD
C 0.310 -1.669 2.123
C 0.175 -0.219 1.399
C 1.455 0.085 0.574
C -0.977 -0.377 0.490
N -1.360 0.602 -0.274
O -1.028 1.785 -0.305
O -2.360 0.201 -1.214
H 1.000 -1.514 3.015
H 0.751 -2.299 1.477
H -0.677 -2.050 2.407
H 0.008 0.601 2.222
H 1.576 -0.731 -0.163
H 2.536 0.265 1.087
H 1.413 0.996 -0.183
H -1.360 -1.342 0.215
H -2.791 0.926 -1.781
N 0.856 1.537 -2.365
C 0.265 0.879 -3.168
O -0.185 0.326 -4.082
H 0.395 1.999 -1.474
```

Results of the Mulliken charge analysis, in e, for atoms 1 through 5:
1. C -1.500
2. C 0.674
3. C -1.020
4. C -0.850
5. N 0.904

---

Entry from OMol25: a molecular structure, C5H10N2O3 (ωB97M-V/def2-TZVPD).

Results
- LUMO (eV) = -0.5
- highest occupied orbital energy (Eh) = -0.3521
- gap between HOMO and LUMO (Ha) = 0.335
- total charge = 0

Structure (XYZ):
```
20
C5H10N2O3 | OMol25 | ωB97M-V/def2-TZVPD
C 1.052 0.704 0.336
C 1.464 1.099 1.711
C -0.464 0.123 0.182
C -0.752 -0.251 -1.268
C -1.888 -1.153 -1.465
H 2.735 0.477 -0.593
H 2.570 -0.748 0.836
H 1.094 1.558 -0.551
H -1.170 0.857 0.647
H -0.543 -0.979 0.569
H -1.133 0.628 -1.818
H 0.141 -0.663 -1.581
H -2.528 0.447 -3.270
H -3.629 -1.031 -3.045
H 1.263 2.215 3.229
N 2.088 -0.320 -0.240
N -2.298 -0.983 -2.770
O 2.570 0.594 1.971
O -2.423 -1.945 -0.734
O 0.628 1.755 2.472
```

Results of the Mulliken charge analysis, in e, for atoms 1 through 5:
1. C -0.130
2. C 0.558
3. C -0.618
4. C -0.461
5. C 0.559

---

Entry from OMol25: 2 unconnected molecules or ions with the total composition C5H10N2O3S (ωB97M-V/def2-TZVPD).

Results
- LUMO (eV) = 0.4
- highest occupied orbital energy (Eh) = -0.2794
- gap between HOMO and LUMO (Ha) = 0.294
- total charge = 0

Structure (XYZ):
```
21
C5H10N2O3S | OMol25 | ωB97M-V/def2-TZVPD
C -1.347 1.132 -0.981
C -0.041 1.423 -1.189
C -0.168 -0.661 -0.535
C -2.603 -0.899 -0.224
C 2.108 0.168 -0.935
N -1.422 -0.192 -0.625
N 0.680 0.287 -0.965
O 0.851 1.331 1.555
O -0.072 -0.315 3.153
O 2.127 -0.848 1.991
S 0.553 -0.078 1.851
H -2.217 1.749 -1.055
H 0.427 2.345 -1.464
H 0.098 -1.689 -0.392
H -2.841 -0.678 0.819
H -3.441 -0.605 -0.855
H -2.435 -1.970 -0.324
H 2.444 -0.564 -1.669
H 2.555 1.135 -1.147
H 2.422 -0.147 0.064
H 2.319 -0.924 2.929
```

Results of the Mulliken charge analysis, in e, for atoms 1 through 5:
1. C -0.409
2. C -0.367
3. C -0.458
4. C -0.840
5. C -0.626

---

Entry from OMol25: a single C5H10N2OS molecule (ωB97M-V/def2-TZVPD).

Results
- LUMO (eV) = 0.7
- highest occupied orbital energy (Eh) = -0.3346
- gap between HOMO and LUMO (Ha) = 0.359
- total charge = 0

Structure (XYZ):
```
19
C5H10N2OS | OMol25 | ωB97M-V/def2-TZVPD
C -0.166 -1.026 -0.334
C 1.015 -1.767 0.211
C 1.795 -0.851 1.043
C 0.052 0.451 -0.528
C -0.986 1.342 0.232
N -1.257 -1.667 -0.553
N -2.300 1.575 -0.445
O 2.613 0.720 -0.932
S 1.645 0.812 0.243
H 0.684 -2.696 0.517
H 1.496 -1.943 -0.719
H 1.487 -0.720 2.073
H 2.826 -1.252 1.032
H 0.262 0.730 -1.618
H -1.205 1.055 1.248
H -0.493 2.252 0.453
H -2.027 -1.068 -0.908
H -2.346 2.316 -1.200
H -3.095 1.737 0.184
```

Results of the Mulliken charge analysis, in e, for atoms 1 through 5:
1. C 0.076
2. C -0.685
3. C -0.637
4. C 0.169
5. C -0.800

---

Entry from OMol25: 2 unconnected molecules or ions with the total composition C5H10N2OS3 (ωB97M-V/def2-TZVPD).

Results
- LUMO (eV) = -0.2
- highest occupied orbital energy (Eh) = -0.3231
- gap between HOMO and LUMO (Ha) = 0.317
- total charge = 0
- structure (SMILES) = NN1C[C@@H](S)C1=O.CC(=S)S

Structure (XYZ):
```
21
C5H10N2OS3 | OMol25 | ωB97M-V/def2-TZVPD
N 4.878 -0.279 -1.233
N 3.632 -0.248 -0.630
C 2.446 -1.045 -0.929
C 1.665 -0.060 -0.018
S 0.863 -0.666 1.475
C 3.005 0.698 0.136
O 3.394 1.707 0.666
H 5.587 -0.441 -0.522
H 5.063 0.629 -1.655
H 2.496 -2.077 -0.567
H 2.157 -1.029 -1.984
H 0.922 0.533 -0.553
H 1.974 -1.145 2.056
C -1.946 -0.503 0.663
C -3.195 -0.053 -0.050
S -4.374 -1.057 -0.540
S -3.345 1.668 -0.349
H -1.873 -0.021 1.641
H -1.057 -0.223 0.088
H -1.961 -1.586 0.795
H -2.185 2.058 0.210
```

Results of the Mulliken charge analysis, in e, for atoms 1 through 5:
1. N -0.874
2. N 0.530
3. C -0.500
4. C -0.055
5. S -0.157

---

Entry from OMol25: a single C5H10N2S molecule (ωB97M-V/def2-TZVPD).

Results
- LUMO (eV) = -0.1
- highest occupied orbital energy (Eh) = -0.3133
- gap between HOMO and LUMO (Ha) = 0.311
- total charge = 0
- structure (SMILES) = C/C=C(/C)C(=S)NN

Structure (XYZ):
```
18
C5H10N2S | OMol25 | ωB97M-V/def2-TZVPD
C -0.145 2.434 0.506
C 0.979 1.484 0.306
C 0.892 0.226 -0.126
C 2.160 -0.485 -0.674
C -0.353 -0.622 -0.214
S -0.943 -1.214 -1.643
N -1.118 -0.452 0.938
N -0.600 -0.374 2.225
H -0.544 2.728 1.622
H 0.208 3.424 -0.018
H -1.136 2.075 -0.035
H 1.945 2.019 0.262
H 3.088 0.170 -0.638
H 1.964 -0.641 -1.716
H 2.497 -1.384 -0.044
H -2.118 -0.779 0.924
H 0.118 -1.170 2.600
H -0.104 0.550 2.404
```

Results of the Mulliken charge analysis, in e, for atoms 1 through 5:
1. C -1.028
2. C -0.500
3. C 0.928
4. C -1.349
5. C -0.061

---

Number 1: F_max 6.2 eV/Å. Number 2: F_max 2.2 eV/Å. Number 3: F_max 2.1 eV/Å. Number 4: F_max 4.2 eV/Å. Number 5: F_max 5.1 eV/Å. Number 6: F_max 10.3 eV/Å. Number 7: F_max 1.1 eV/Å. Number 8: F_max 2.9 eV/Å. Number 9: F_max 0.8 eV/Å. Number 10: F_max 3.7 eV/Å.